#P
12
Properties=species:S:1:pos:R:3 method="wB97M-V/def2-TZVPD" gap_ev=9.5 total_charge=0 mol_weight_g_mol=195.00 e_homo_ev=-9.688 smiles="CC[C@@H]1N=C1I" e_lumo_ev=-0.168
C -1.264 -0.484 -0.748
C -0.709 -0.046 0.629
C 0.581 0.699 0.607
N 1.138 0.873 -0.889
C 1.753 0.238 -0.036
I 3.696 -0.742 0.280
H -2.158 -0.049 -0.989
H -1.281 -1.536 -0.927
H -0.497 -0.063 -1.533
H -0.483 -1.089 1.124
H -1.376 0.539 1.324
H 0.598 1.661 1.160

***

#Q
12
Properties=species:S:1:pos:R:3 method="wB97M-V/def2-TZVPD" gap_ev="8.6 / 8.4" total_charge=0 mol_weight_g_mol=195.00 e_homo_ev="-8.802 / -8.556" e_lumo_ev="-0.242 / -0.118"
C 1.136 0.335 -0.650
C 1.458 1.784 -0.861
C -0.880 -1.016 0.022
C 0.411 -0.375 0.371
N 1.646 -0.119 -1.631
I 0.205 3.106 -1.896
H 2.542 2.053 -0.661
H -1.437 -1.340 1.004
H -0.641 -1.970 -0.516
H -1.635 -0.396 -0.533
H 1.219 -1.104 0.828
H 0.222 0.421 1.169

***

Relative to the most stable structure, the computed energies are #P 0.0000; #Q 0.0333, all in hartree.

***

#P
12
Properties=species:S:1:pos:R:3 method="wB97M-V/def2-TZVPD" gap_ev=9.5 total_charge=0 mol_weight_g_mol=195.00 e_homo_ev=-9.057 smiles="C[C@H](I)[C@@H]1C=N1" e_lumo_ev=0.440
C 0.227 1.569 -0.072
C -0.482 0.282 -0.354
I -2.699 0.372 -0.137
C -0.139 -0.831 0.549
C 0.864 -1.807 0.016
N -0.271 -2.239 -0.034
H 0.210 2.262 -0.947
H 1.297 1.252 0.163
H -0.227 2.079 0.807
H -0.253 -0.094 -1.329
H -0.366 -1.004 1.660
H 1.839 -1.842 -0.322

***

#Q
12
Properties=species:S:1:pos:R:3 method="wB97M-V/def2-TZVPD" gap_ev=9.0 total_charge=0 mol_weight_g_mol=195.00 e_homo_ev=-8.375 smiles="C=N/C(C)=C/I" e_lumo_ev=0.609
C -1.709 -0.141 1.157
N -0.480 -0.312 1.238
C 0.433 -0.022 0.189
C 0.283 -0.801 -1.097
C 1.366 0.918 0.370
I 2.163 1.819 -1.305
H -2.316 -0.313 2.051
H -2.275 0.388 0.325
H -0.074 -0.144 -1.870
H -0.213 -1.734 -1.061
H 1.323 -0.952 -1.362
H 1.500 1.295 1.365

***

Relative to the most stable structure, the computed energies are #P 0.0312; #Q 0.0000, all in hartree.

***

#P
18
Properties=species:S:1:pos:R:3 method="wB97M-V/def2-TZVPD" gap_ev=11.1 total_charge=+1 mol_weight_g_mol=120.13 e_homo_ev=-14.524 e_lumo_ev=-3.431
O 0.396 0.143 2.828
C 0.057 0.996 2.058
C -0.045 0.652 0.569
C -1.272 1.183 -0.174
C -1.023 1.126 -1.666
O -0.138 0.455 -2.128
N 0.066 -0.813 0.448
H -0.158 2.035 2.350
H 0.850 1.075 0.115
H -2.138 0.574 0.109
H -1.491 2.197 0.141
H -1.664 1.743 -2.318
H 0.240 -1.091 -0.533
H 0.833 -1.172 1.022
H -0.774 -1.271 0.807
H 1.791 -3.276 -1.485
H 2.703 -2.155 -1.082
O 1.767 -2.401 -1.059

***

#Q
18
Properties=species:S:1:pos:R:3 method="wB97M-V/def2-TZVPD" gap_ev=10.3 total_charge=+1 mol_weight_g_mol=120.13 e_homo_ev=-14.209 e_lumo_ev=-3.867
O 0.152 2.406 1.392
C 0.198 2.021 0.265
C 0.560 0.498 0.059
C -0.489 -0.359 0.685
C -1.794 -0.279 -0.091
O -1.862 0.568 -0.954
N 1.820 0.332 0.916
H -0.035 2.622 -0.613
H 0.881 0.327 -0.963
H -0.216 -1.426 0.571
H -0.682 -0.375 1.766
H -2.611 -0.942 0.205
H 1.630 0.800 1.811
H 2.110 -0.642 0.996
H 2.583 0.821 0.453
H -0.650 -1.830 -2.899
H -1.164 -2.482 -1.582
O -0.431 -2.060 -2.017

***

Relative to the most stable structure, the computed energies are #P 0.0000; #Q 0.0347, all in hartree.